ORCA calculation (wB97M-V/def2-TZVPD) on a 4-piece molecular cluster, C29H53ClF4N10O7P overall at a distorted geometry.

The calculation puts the largest force on an atom at 0.09382 Eh/bohr. As for the LUMO energy: -4.96 eV. For the total energy, the calculation gives -92831.548 eV. Its net charge is +1.

Each line ends with the Löwdin charge.
Atoms and positions in Å:
C -3.66 4.49 2.28  -0.004
C -3.09 3.21 2.93  -0.516
O -2.02 3.26 3.42  0.099
O -3.76 2.01 3.03  -0.008
C -4.98 1.96 2.27  -0.209
C -5.50 0.49 2.10  -0.144
C -4.41 -0.45 1.45  -0.183
C -4.93 -1.11 0.12  -0.185
C -4.35 -2.53 -0.17  -0.183
C -3.52 -2.61 -1.53  -0.162
C -2.00 -2.81 -1.13  -0.243
C -0.98 -2.21 -2.16  -0.150
C 0.39 -1.69 -1.51  -0.334
P 0.79 -3.15 -0.36  0.875
N 2.26 -3.13 0.25  -0.251
N 1.45 -1.76 -2.56  -0.002
O 1.86 -3.02 -2.91  0.060
C 3.18 -3.22 -2.74  -0.265
N 4.29 -3.20 -2.86  0.254
C 1.81 -0.61 -3.02  -0.054
C 2.88 -0.39 -4.10  -0.047
C 4.05 0.51 -3.62  -0.269
N 4.42 1.55 -4.22  0.133
C 0.91 0.48 -2.31  -0.508
Cl 1.81 2.00 -1.92  0.847
C -0.16 0.72 -3.44  -0.107
C 0.12 1.76 -4.56  -0.358
C -0.70 3.09 -4.35  -0.029
F 1.43 2.11 -4.85  -0.043
C 0.40 -0.22 -0.95  -0.302
C 1.32 0.07 0.28  -0.143
C 0.93 -0.62 1.64  -0.069
C 0.94 0.38 2.83  -0.601
F -0.16 1.12 2.91  0.161
F 2.06 1.12 2.85  0.147
F 1.01 -0.38 3.96  0.116
C -1.04 0.20 -0.50  -0.064
C -1.09 1.78 -0.21  -0.197
C -2.60 2.43 -0.35  0.012
O -1.36 2.58 -1.34  -0.143
H -2.80 5.17 2.13  0.080
H -4.11 4.34 1.28  0.067
H -4.33 5.02 2.98  0.083
H -4.90 2.38 1.24  0.108
H -5.76 2.54 2.82  0.139
H -6.40 0.56 1.45  0.113
H -5.79 0.14 3.11  0.117
H -4.15 -1.20 2.23  0.115
H -3.53 0.20 1.26  0.070
H -4.72 -0.40 -0.71  0.099
H -6.03 -1.20 0.24  0.107
H -3.78 -2.96 0.69  0.108
H -5.22 -3.21 -0.30  0.110
H -3.84 -3.56 -2.01  0.112
H -3.71 -1.71 -2.15  0.105
H -1.86 -3.90 -1.00  0.112
H -1.90 -2.36 -0.12  0.072
H -1.52 -1.43 -2.73  0.096
H -0.74 -3.02 -2.89  0.133
H 0.48 -4.35 -1.07  0.051
H -0.09 -3.13 0.77  0.044
H 2.75 -2.32 -0.14  -0.024
H 3.36 -1.36 -4.39  0.119
H 2.42 -0.04 -5.05  0.149
H 4.54 0.20 -2.67  0.126
H 5.18 1.96 -3.67  0.081
H -0.28 -0.27 -3.94  0.124
H -1.18 0.94 -3.05  0.115
H -0.31 1.34 -5.50  0.151
H -0.15 3.80 -3.72  0.086
H -1.71 2.83 -3.98  0.081
H -0.84 3.55 -5.35  0.089
H 2.35 -0.27 0.01  0.117
H 1.43 1.14 0.53  0.090
H 0.02 -1.24 1.62  0.100
H 1.76 -1.32 1.89  0.110
H -1.83 0.08 -1.28  0.109
H -1.42 -0.30 0.41  0.116
H -0.45 2.18 0.62  0.148
H -3.22 2.60 -1.26  0.144
H -2.99 1.34 -0.27  0.044
C 8.51 -4.09 -0.78  -0.695
O 9.63 -4.33 -0.38  0.037
N 7.48 -3.77 0.06  0.145
N 8.18 -4.12 -2.10  0.143
H 6.55 -3.57 -0.25  0.074
H 7.69 -3.74 1.04  0.103
H 8.91 -4.36 -2.75  0.104
H 7.26 -3.93 -2.46  0.068
C -2.99 7.65 4.47  -0.673
O -3.87 7.06 3.86  0.014
N -1.67 7.55 4.14  0.157
N -3.25 8.44 5.55  0.153
H -0.94 8.02 4.64  0.096
H -1.44 6.97 3.36  0.097
H -4.21 8.54 5.82  0.107
H -2.55 8.93 6.07  0.096
C 4.30 -5.29 3.35  -0.696
O 4.43 -6.50 3.30  0.032
N 3.69 -4.58 2.37  0.126
N 4.76 -4.55 4.40  0.146
H 3.57 -3.58 2.39  0.054
H 3.34 -5.09 1.58  0.072
H 5.22 -5.04 5.15  0.106
H 4.67 -3.55 4.46  0.088